(1)
Formula: C4H9NO2
Source: OMol25
Level of theory: ωB97M-V with the def2-TZVPD basis set

Cartesian coordinates (Å):
1 C -0.6709 1.2946 -1.8101
2 C -0.5086 1.6923 -0.5523
3 C -1.2508 1.0722 0.5850
4 O -0.3717 0.3245 1.4377
5 H -0.1940 1.7499 -2.6622
6 H -1.3662 0.4793 -1.9930
7 H 0.2438 2.4457 -0.3337
8 H -1.7364 1.8255 1.2052
9 H -2.0029 0.4006 0.1675
10 H -0.6649 -0.5902 1.4221
11 N 1.7558 -1.5247 -0.1709
12 C 1.2869 -2.1663 0.9448
13 O 0.4113 -2.9962 0.9609
14 H 1.2013 -1.6123 -1.0108
15 H 2.0228 -0.5609 -0.0274
16 H 1.8444 -1.8342 1.8372

Atomic forces in eV per Å
-0.48 -0.19 0.48
0.55 -0.01 -0.47
0.14 -0.36 0.11
0.01 0.11 -0.04
0.24 0.02 -0.02
-0.03 0.12 -0.24
-0.19 0.12 0.16
-0.10 0.10 -0.08
-0.18 0.12 0.07
0.03 -0.08 0.06
-0.25 0.27 -0.21
0.34 0.44 -0.23
-0.04 -0.11 0.04
-0.12 -0.28 0.05
0.28 -0.11 0.18
-0.17 -0.15 0.14

Computed properties:
- Kohn-Sham gap (eV) = 11.1
- HOMO level (eV) = -10.187
- SMILES = C=CCO.NC=O

***

(2)
Formula: C8F7NO3PdS
Source: OMol25
Level of theory: ωB97M-V with the def2-TZVPD basis set

Cartesian coordinates (Å):
1 O -2.2381 -1.6311 3.3265
2 C -1.9825 -1.0134 2.3652
3 O -2.4061 0.2526 2.0754
4 C -1.6010 0.8067 1.1033
5 O -1.9604 1.6367 0.3471
6 C -0.4097 -0.0963 0.9303
7 C 0.9123 0.1894 0.2629
8 F 1.7868 0.1353 1.2771
9 F 1.2694 -0.7835 -0.6096
10 C 1.1914 1.5955 -0.3881
11 F 0.5118 2.5576 0.2051
12 F 2.4915 1.8431 -0.2625
13 C 0.8827 1.6457 -1.9192
14 F 2.0382 1.1539 -2.6156
15 F -0.1091 0.8364 -2.2980
16 F 0.6784 2.8590 -2.3539
17 C -0.8086 -1.2957 1.4000
18 N -0.2460 -2.5218 1.2357
19 C -0.6644 -3.4264 0.5264
20 S -1.0958 -4.5966 -0.3625
21 Pd 1.7591 -0.1469 -4.2454

Atomic forces in eV per Å
-0.49 -0.47 -0.18
0.69 0.54 0.12
-0.10 0.17 0.05
-0.45 -0.94 -0.58
0.17 0.58 0.21
0.08 0.24 -0.51
0.35 0.37 0.69
0.26 -0.19 0.38
-0.22 -0.04 -0.38
0.08 -0.19 -0.41
-0.19 0.07 0.18
0.19 -0.04 -0.06
-0.30 0.55 -0.34
-0.39 0.10 0.27
0.25 0.22 0.10
0.13 -0.67 0.19
0.00 -0.35 0.90
-0.17 0.93 -0.93
0.08 -0.52 0.61
-0.02 -0.21 -0.10
0.05 -0.15 -0.22

Computed properties:
- Kohn-Sham gap (eV) = 2.3
- HOMO level (eV) = -16.769
- charge = +2

***

(3)
Formula: C43H57InN3OP2S2
Source: OMol25
Level of theory: ωB97M-V with the def2-TZVPD basis set

Cartesian coordinates (Å):
1 In 0.4345 1.3247 -0.3227
2 N 1.8159 0.5353 2.7581
3 P 0.3895 1.2317 3.2651
4 C 0.7398 2.5153 4.4815
5 C 0.1682 3.8123 4.3590
6 C 0.3916 4.7507 5.3836
7 C 1.0192 4.3459 6.5461
8 C 1.6223 3.1142 6.6810
9 C 1.3734 2.1409 5.6729
10 C -0.5649 -0.2403 3.8444
11 C -1.9766 -0.2401 3.7316
12 C -2.6578 -1.4437 3.8807
13 C -1.9808 -2.5785 4.3725
14 C -0.6164 -2.4885 4.6508
15 C 0.1225 -1.2986 4.4545
16 C 2.9480 1.1500 2.2000
17 C 4.2032 0.8598 2.7978
18 C 5.2921 1.5107 2.2824
19 C 5.1684 2.2422 1.1427
20 C 3.8862 2.4953 0.7062
21 N 2.7813 1.9354 1.1858
22 H 1.8933 -0.4938 2.6772
23 H -0.2998 4.0036 3.4120
24 H 0.0788 5.7699 5.3902
25 H 1.0522 4.9157 7.4386
26 H 2.1592 2.9283 7.6102
27 H 1.7499 1.1374 5.8363
28 H -2.5661 0.6808 3.7432
29 H -3.7318 -1.5000 3.8186
30 H -2.5727 -3.4840 4.5188
31 H -0.1673 -3.3246 5.1541
32 H 1.1486 -1.2281 4.7176
33 H 4.1677 0.2418 3.6996
34 H 6.2973 1.3870 2.7081
35 H 6.0939 2.4819 0.5892
36 H 3.7042 3.2514 -0.0776
37 C -0.5388 1.9797 1.7114
38 H -0.2002 2.9674 1.5067
39 H -1.6017 1.7754 1.5008
40 S 1.0568 3.5743 -1.3795
41 C 1.3596 3.4645 -3.0369
42 C 2.4826 2.6900 -3.4647
43 C 2.6535 2.4661 -4.8206
44 C 1.8617 3.1732 -5.7493
45 C 0.8278 4.0124 -5.3215
46 C 0.5490 4.1361 -3.9713
47 H 3.1651 2.2137 -2.6775
48 H 3.3236 1.6847 -5.1741
49 H 2.0470 3.0214 -6.8283
50 H 0.1711 4.5417 -6.0354
51 H -0.2734 4.7134 -3.5687
52 C 1.5323 -3.6379 0.3016
53 C 1.9824 -2.9927 -1.0252
54 C 2.6213 -4.1849 -1.9366
55 C 3.1140 -1.9891 -0.6154
56 P 0.5261 -1.9884 -1.8099
57 N 0.4390 -0.5329 -1.1429
58 C 0.8797 -1.6219 -3.7319
59 C 2.3182 -1.1310 -3.8213
60 C 0.1006 -0.4783 -4.4431
61 C 0.8067 -2.9909 -4.4437
62 C -1.2477 -2.8718 -1.5485
63 C -1.7047 -2.5180 -0.1385
64 C -1.2477 -4.4189 -1.7299
65 C -2.1703 -2.1550 -2.5553
66 H 2.2835 -4.2129 0.8134
67 H 0.6448 -4.2676 0.0655
68 H 1.1756 -2.7847 0.9838
69 H 3.4382 -4.6340 -1.3779
70 H 3.0505 -3.7666 -2.8473
71 H 1.7896 -4.8737 -2.0915
72 H 3.8639 -2.5226 -0.0218
73 H 2.6033 -1.1784 -0.0383
74 H 3.6399 -1.4954 -1.4580
75 H 2.4999 -0.2125 -3.2022
76 H 2.6093 -0.8374 -4.7937
77 H 3.0214 -1.8602 -3.4767
78 H 0.1245 0.4552 -3.8072
79 H -0.9356 -0.7694 -4.5807
80 H 0.6389 -0.2985 -5.3664
81 H 1.5599 -3.7032 -4.1270
82 H 1.1379 -2.8269 -5.5317
83 H -0.1406 -3.5145 -4.4454
84 H -1.1096 -2.9391 0.6616
85 H -2.7842 -2.7801 -0.0469
86 H -1.7310 -1.4515 0.0357
87 H -1.3959 -4.9793 -0.7677
88 H -0.3285 -4.8370 -2.1109
89 H -1.9929 -4.7931 -2.4374
90 H -2.1418 -1.0805 -2.3342
91 H -3.1744 -2.5832 -2.3058
92 H -1.8405 -2.2724 -3.6054
93 C -4.2552 2.1271 -2.2862
94 S -3.4529 2.3079 -0.6306
95 O -2.1587 1.5859 -0.5685
96 C -4.5686 1.2550 0.2453
97 C -4.3909 -0.1265 0.1672
98 C -5.2917 -0.9562 0.8268
99 C -6.3657 -0.4035 1.5125
100 C -6.5611 0.9606 1.5051
101 C -5.6689 1.8280 0.8470
102 H -3.8622 1.2162 -2.7592
103 H -4.0063 2.9961 -2.9238
104 H -5.3097 2.1377 -2.1163
105 H -3.5859 -0.4873 -0.4027
106 H -5.0981 -2.0410 0.7867
107 H -7.1745 -1.0222 1.9833
108 H -7.4046 1.4107 2.0325
109 H -5.7517 2.8873 0.6344

Atomic forces in eV per Å
0.50 -0.19 1.21
0.09 -1.46 0.24
-3.27 -1.42 -2.55
-0.61 0.35 0.42
1.55 -0.21 0.59
-0.53 -1.11 -0.37
0.69 -0.59 0.09
-1.07 -1.27 -1.01
1.24 0.99 0.88
1.79 3.52 -1.21
-1.64 -0.87 0.32
0.74 1.08 0.66
-0.46 -0.42 -0.81
0.86 1.13 0.54
-1.68 -2.50 0.16
2.13 -1.55 2.60
-3.29 -0.09 0.47
3.08 -1.02 0.94
-0.09 0.43 -1.14
1.70 2.17 -2.53
-2.55 0.57 -0.71
-0.67 1.01 0.40
-0.30 0.53 -0.06
-0.61 0.47 -0.56
0.08 1.23 0.35
-0.14 -0.44 -0.31
-0.01 -0.03 -0.30
0.30 -0.15 -0.65
-0.31 0.26 -0.13
0.47 0.07 0.08
0.43 -0.29 0.06
0.73 -0.08 0.19
0.31 0.30 -0.28
-0.43 -0.20 -0.09
-0.84 0.62 0.32
0.21 -0.59 0.16
1.49 -1.97 1.00
-0.14 1.17 0.27
0.75 0.13 0.91
-0.77 0.23 2.22
1.15 -0.57 -1.52
-0.20 -0.35 0.73
-0.49 0.37 -0.35
0.10 -0.39 -0.43
-0.21 0.10 -0.47
0.73 -0.63 0.43
-1.22 0.66 -1.23
0.24 0.42 0.03
-0.21 0.10 0.69
0.59 -0.36 0.25
-0.05 0.05 -0.22
-2.42 1.64 -0.27
1.87 -0.95 -0.59
-1.09 1.97 1.15
-0.88 0.63 -0.51
-0.58 4.18 0.90
0.06 -2.29 -0.80
0.38 -1.17 0.54
0.33 0.80 2.13
-0.31 -0.24 2.02
0.93 0.76 -2.34
1.58 -0.12 -0.47
-1.01 0.39 -0.15
-0.08 -0.46 0.60
0.02 -0.42 0.60
0.49 -0.18 -0.03
0.61 0.12 0.59
0.45 -1.32 -0.73
-0.09 -0.21 0.21
-0.23 -0.32 -0.02
0.49 -0.32 -0.41
-0.19 0.10 0.09
0.72 -0.55 -0.23
-0.40 -0.38 0.39
-0.45 -0.76 -0.30
0.04 0.07 -1.44
0.49 -0.49 0.14
0.06 -0.96 -0.63
-0.13 0.25 -0.45
-0.28 0.12 -0.33
-0.02 0.08 0.51
-0.79 -0.18 1.07
-0.42 0.17 0.03
-0.10 -0.33 0.08
0.60 -0.47 0.12
0.49 0.43 -0.14
-0.09 0.73 -0.69
0.55 0.15 -0.23
-0.29 0.32 0.10
-0.14 -0.13 0.00
0.45 0.52 -0.82
-0.59 -0.33 0.57
1.44 0.36 -0.23
-0.21 0.63 -0.19
0.05 -0.22 -1.08
-0.49 -0.77 -0.53
-1.07 0.74 1.05
0.70 -0.59 -0.33
-1.12 -0.62 0.26
-0.15 1.65 0.03
0.29 -0.92 -0.17
-0.37 0.10 0.22
0.14 -0.39 0.45
-0.70 -0.30 0.05
0.99 -0.60 -0.43
-0.37 0.61 0.10
1.18 0.44 -0.35
0.10 -0.30 -0.20
-0.59 0.15 0.83

Computed properties:
- Kohn-Sham gap (spin up / spin down) (eV) = 3.0 / 2.4
- HOMO level (spin up / spin down) (eV) = -1.023 / -0.429
- charge = -1

***

(4)
Formula: C7H14S
Source: OMol25
Level of theory: ωB97M-V with the def2-TZVPD basis set

Cartesian coordinates (Å):
1 C -1.1285 -1.3800 1.1532
2 C -1.3169 -0.7320 -0.1955
3 S -2.6063 0.5266 -0.3231
4 C -0.0718 -0.2509 -0.9501
5 C 1.3709 -1.0468 -0.7067
6 C 1.7608 0.1025 0.2472
7 C 0.6758 0.9523 -0.3925
8 C 0.1203 2.0808 0.5080
9 H -2.0097 -1.9183 1.4879
10 H -0.8538 -0.5242 1.8894
11 H -0.4247 -2.1765 1.2525
12 H -1.7430 -1.5902 -0.8933
13 H -2.8166 0.1155 -1.7202
14 H -0.3659 -0.0122 -2.0058
15 H 1.4566 -2.1391 -0.3380
16 H 2.0631 -1.1183 -1.6259
17 H 1.7219 -0.1482 1.2943
18 H 2.7881 0.6171 0.0609
19 H 1.0714 1.3178 -1.3387
20 H 1.1911 2.3561 1.1978
21 H -0.2731 3.1876 0.0623
22 H -0.6096 1.7803 1.3364

Atomic forces in eV per Å
-0.25 2.27 1.86
0.01 -3.34 -2.71
-0.69 -0.68 -2.32
0.67 -0.86 -0.04
0.23 -1.45 -1.16
2.38 0.79 -1.45
-0.63 1.22 0.63
1.82 2.92 2.14
-0.64 0.63 0.09
-0.47 -1.70 -0.72
1.22 -0.10 -0.59
0.83 1.47 1.41
0.03 1.07 2.38
0.21 -0.79 0.79
-0.78 1.76 -0.18
-1.34 0.62 1.07
-0.54 0.09 0.39
-1.42 -1.20 0.44
0.49 0.84 0.40
-3.15 -0.32 -1.91
1.09 -3.44 0.88
0.91 0.20 -1.41

Computed properties:
- Kohn-Sham gap (eV) = 9.5
- HOMO level (eV) = -8.855
- SMILES = C[C@@H](S)[C@@H]1CC[C@@H]1C

***

DFT total energy readings, ordered: -9878.1681 -49239.2779 -97450.3684 -18318.1849 eV